A structure of composition C27H34NO7V in a non-equilibrium geometry, computed with wB97M-V/def2-TZVPD.

Structure (XYZ):
```
70
Properties=species:S:1:pos:R:3:mulliken_charge:R:1
C 0.613 4.474 -4.477 3.06
C 1.601 3.454 -3.839 -2.06
C -0.755 3.746 -4.492 -2.37
C -0.413 2.264 -4.449 0.00
H -1.334 4.028 -5.364 0.34
H -1.324 4.028 -3.608 0.41
C 0.782 2.216 -3.469 0.75
H 2.091 3.890 -2.972 0.52
H 2.375 3.189 -4.556 0.25
C 0.359 2.259 -2.010 -1.03
H 1.361 1.305 -3.621 0.78
H 0.002 2.004 -5.431 0.50
C -1.518 1.319 -4.148 0.46
C 0.429 5.720 -3.634 -0.43
C 1.050 4.785 -5.915 0.65
O 0.465 4.371 -6.884 -0.61
O 0.717 5.833 -2.464 -0.55
O -0.186 6.683 -4.350 -0.06
O 2.197 5.477 -6.123 -0.28
C 2.927 6.126 -5.077 -0.69
H 3.088 5.485 -4.217 0.22
H 2.427 7.042 -4.769 0.09
H 3.889 6.380 -5.512 0.41
C -0.520 7.884 -3.632 -1.19
H -1.208 7.663 -2.821 0.30
H -0.987 8.537 -4.360 0.30
H 0.375 8.346 -3.223 0.36
O -0.008 1.003 -1.541 -0.34
H -0.454 2.981 -1.871 -0.02
H 1.206 2.641 -1.426 0.23
C -1.562 0.045 -4.901 -1.62
C -2.667 1.710 -3.302 -1.27
H -3.228 2.553 -3.727 0.14
H -2.358 2.023 -2.301 -0.02
H -3.356 0.883 -3.167 0.48
H -1.970 -0.759 -4.292 0.31
H -0.575 -0.259 -5.249 0.29
H -2.199 0.125 -5.794 0.34
V 0.000 0.000 0.000 0.37
C 1.093 -2.176 0.226 -0.51
C 1.345 -1.710 -1.088 -0.24
C 2.156 -0.573 -0.994 -0.52
H 0.936 -2.126 -1.991 0.28
C 2.361 -0.292 0.367 -0.81
C 1.727 -1.314 1.121 -0.62
H 1.707 -1.392 2.194 0.50
H 0.472 -3.015 0.484 0.64
H 2.479 0.040 -1.817 0.62
H 2.929 0.534 0.763 0.43
C -1.808 0.776 1.458 -0.58
C -0.766 0.267 2.262 -0.74
C 0.348 1.114 2.104 -0.37
H -0.818 -0.617 2.873 0.47
C 0.010 2.114 1.174 -0.77
C -1.333 1.911 0.793 -0.50
H -1.877 2.485 0.064 0.60
H -2.776 0.329 1.330 0.49
H 1.296 1.013 2.600 0.62
H 0.661 2.894 0.817 0.54
O -2.286 -0.853 -2.056 -0.16
C -2.399 -1.558 -1.087 -0.43
C -3.468 -2.588 -0.930 -0.57
C -3.142 -3.183 0.440 -0.50
C -1.965 -2.372 0.866 -0.07
O -1.396 -2.565 1.925 -0.70
N -1.577 -1.447 -0.049 0.90
H -4.462 -2.089 -0.930 0.24
H -3.408 -3.355 -1.731 0.28
H -3.986 -3.060 1.154 0.24
H -2.843 -4.250 0.359 0.21
```

**Kohn-Sham gap (spin up / spin down)**: 1.82 / 1.83 eV
**Net charge**: -2
**2S+1**: 3
**Molecular weight**: 535.51 g mol⁻¹
**HOMO level (spin up / spin down)**: 2.6 / 2.5 eV
**E_LUMO (spin up / spin down)**: 4.368 / 4.350 eV